# 1
2 unconnected molecules or ions with the total composition C3H10NO2P, computed with wB97M-V/def2-TZVPD.

```
! RIJCOSX wB97M-V def2-TZVPD def2/J DEFGRID3
* xyz 0 1
C 1.06056 -0.05679 1.57156
N 0.35229 1.51178 -2.52467
H -1.24500 2.79847 -2.18130
H 1.78419 0.43953 0.92891
H -1.85077 -2.45051 1.29154
H -0.84628 2.25073 -3.92303
H -0.21295 -2.65694 1.96072
O 0.69548 1.40793 -1.22067
H 0.68326 0.65919 2.29706
H 1.54769 -0.87994 2.09255
O 0.46186 -1.76185 -0.42019
H 0.10246 1.92081 -0.63236
P -0.34997 -0.68454 0.51878
H -1.31825 -1.41889 2.63162
C -0.62062 2.22162 -2.86968
C -0.99386 -1.93259 1.72437
H 0.74990 -1.36799 -1.24521
*
```

## Properties
- HOMO level (Ha) = -0.3102
- SMILES string = CP(C)O.C=NO
- HOMO-LUMO gap (eV) = 9.405
- energy relative to the best compared isomer or geometry (same formula, charge and spin) (kJ/mol) = 443.1

# 2
A single C5H13N3 molecule, computed with wB97M-V/def2-TZVPD.

```
! RIJCOSX wB97M-V def2-TZVPD def2/J DEFGRID3
* xyz 0 1
H -1.83339 0.27652 -0.40340
H -1.46271 -1.32239 -1.40314
C 1.14797 -0.42173 -1.02988
H -2.30108 1.84849 0.24569
N -0.43405 0.99441 0.69500
H -1.01628 -0.76303 1.48495
H 1.02338 -2.09070 0.31924
N 1.81291 1.88510 0.80373
C -0.13819 -0.39260 1.10182
H 0.56418 0.24965 -1.57570
H 2.20699 -0.40725 -1.23237
H 0.61767 -0.34924 1.90646
C 0.40182 -1.25417 -0.05731
C -0.73640 -2.02192 -0.77466
N 0.62461 1.70698 0.11025
H -0.46062 -2.87393 -1.40862
H -1.40463 -2.41008 0.04150
H -1.20628 1.79417 -1.06911
H 1.93721 1.55602 1.78774
H 2.18825 2.80515 0.64805
C -1.53135 1.19055 -0.19024
*
```

## Properties
- HOMO level (alpha / beta) (Ha) = -0.2501 / -0.2708
- HOMO-LUMO gap (alpha / beta) (eV) = 7.739 / 8.425
- energy relative to the best compared isomer or geometry (same formula, charge and spin) (kJ/mol) = 566.3

# 3
11 unconnected molecules or ions with the total composition C44H121N11O11, computed with wB97M-V/def2-TZVPD.

```
! RIJCOSX wB97M-V def2-TZVPD def2/J DEFGRID3
* xyz 0 1
H 20.33603 33.52844 2.29456
H 31.32032 15.66009 6.21531
C 25.53870 24.16978 1.60117
H 19.83624 26.48606 1.13553
C 30.78702 20.67208 0.91613
H 31.28331 17.75771 3.11817
H 31.58103 19.91304 -3.35098
H 25.18301 18.70361 1.42148
H 23.17332 24.19368 2.99818
N 24.92810 23.00481 4.70457
H 30.48733 19.32500 -4.57672
C 30.41601 17.02434 5.01850
H 26.86365 18.95366 4.67665
H 19.21624 27.14243 -2.90273
C 21.71785 31.24374 1.86591
H 31.76197 20.19209 1.04042
C 28.09373 22.55327 -4.18841
H 31.30501 26.59712 0.78287
H 30.90343 20.64000 -1.16708
H 21.12575 25.28590 2.38438
O 17.69143 28.04709 0.56813
H 19.18588 29.20088 -0.27602
H 22.87744 28.62946 -0.89120
H 27.69023 28.32435 -4.68618
N 30.28426 27.32815 -4.14299
C 30.39596 26.38528 1.33878
H 27.53920 24.60335 2.21065
C 20.31894 26.75442 0.19193
H 29.48826 21.73921 2.05048
H 28.41859 27.51814 -6.04660
H 18.43614 26.35403 -0.85778
H 23.69559 22.16381 2.10698
H 26.56013 22.83458 -5.61936
H 19.28440 32.13599 1.95924
O 31.42977 22.54540 -0.36077
C 25.16593 28.88353 -2.10475
H 26.70299 22.48951 3.15396
C 24.48142 18.78484 2.25876
H 29.19301 25.67498 -2.21654
H 28.29566 17.22227 5.56448
H 22.78636 21.32556 -0.70390
H 23.47200 25.39608 0.69625
H 25.18112 25.44475 6.07772
H 28.16561 29.75706 3.27892
H 28.77249 19.85241 1.00166
H 19.41335 32.80407 3.57607
H 29.87597 18.91908 0.02264
C 30.92771 20.24274 -4.15671
H 24.21888 26.44602 -1.40043
C 28.50341 26.28127 -2.80627
C 27.64278 23.74434 0.26327
H 26.48529 21.16846 -3.69402
H 28.45152 20.65005 -5.09411
H 21.98222 28.05578 -2.10141
H 25.51702 27.90857 -6.01685
C 22.66892 24.75452 -2.47251
H 29.83818 25.59505 0.83133
H 24.07263 27.06600 1.04190
C 28.96911 17.32661 4.70631
H 24.30728 22.07646 -1.28713
H 24.47942 22.21878 4.20309
C 24.10235 31.19864 2.84940
H 24.10629 19.89923 4.80290
H 23.76173 31.82817 3.68328
H 25.25094 28.78493 -1.01880
H 30.54883 27.60860 -5.08582
O 29.62576 27.54885 1.40170
H 28.92869 30.01313 1.73269
H 25.41768 20.56996 2.97634
C 27.38207 28.45071 1.70577
C 27.02418 22.00450 -3.23240
H 28.27827 27.18367 -2.22825
H 25.02352 23.57438 0.83765
H 30.80174 17.77099 5.71536
H 22.09344 32.04718 1.20904
H 25.25020 22.61179 5.58130
H 27.16556 22.93322 -0.29463
C 23.75362 21.12862 1.73955
H 22.25548 24.71860 -1.44481
H 25.10536 23.98489 2.59125
N 26.11089 28.24728 2.42566
O 26.76574 26.60509 -5.05177
C 23.88205 24.04808 5.03006
C 29.04199 21.50716 -4.72694
H 26.34156 22.80497 -2.95159
O 21.07310 31.74365 3.00838
H 27.85108 26.42736 1.49028
H 20.98514 27.61266 0.30931
H 26.32819 28.14470 3.41753
H 23.78306 25.89481 2.36824
H 22.28780 23.02242 4.02104
H 31.01454 26.70441 -3.82323
C 29.80908 19.49402 0.95338
N 19.92060 27.14432 -2.17208
C 27.98442 27.33074 -5.05585
H 28.48876 27.09623 3.01298
H 16.27273 29.57830 0.44832
O 22.91693 26.02067 -2.96688
H 30.68953 26.06770 2.34396
H 20.51281 26.33288 -2.29691
H 17.78855 29.97340 1.26949
H 23.95209 28.38429 -3.71365
H 22.11831 26.53070 3.06982
C 27.59415 18.97872 3.85116
H 22.72533 29.53679 2.78689
H 32.23578 16.53546 3.92297
N 23.51425 29.89706 0.93786
H 25.26191 29.90662 -2.45515
H 27.44851 24.21215 -5.28527
O 24.44921 21.12406 0.51837
C 27.01889 23.82433 1.65153
C 25.96903 26.92429 -6.17833
H 21.89346 24.29301 -3.08546
H 25.23876 26.12354 -6.25817
C 31.52329 23.24511 -1.58214
C 24.08599 26.65126 -2.47279
H 25.33524 25.49564 4.34380
H 20.96455 25.89949 -0.04043
H 31.53782 20.66815 -4.96963
C 17.06419 29.16951 1.09053
N 23.63292 20.32568 4.01363
H 27.57499 24.68134 -0.30059
H 24.91292 30.55762 3.17896
H 23.38976 22.82777 -0.00883
H 29.20281 25.65080 -4.70408
N 27.44157 23.20444 -5.31467
C 21.35173 25.78930 3.34064
C 27.97226 29.75803 2.19570
C 19.99024 32.55832 2.68309
H 22.76961 19.78758 3.94697
H 28.63900 16.69399 3.87272
H 16.59598 28.96039 2.05162
N 27.25404 22.50978 2.28282
H 17.94829 28.64988 -1.38931
H 27.20224 28.65077 0.64375
H 23.88201 30.64200 0.35472
C 30.63815 21.39327 -0.41240
H 27.55018 25.74236 -2.84953
H 21.02758 30.60374 1.30113
C 22.77437 24.00263 4.00045
H 27.31220 30.61569 2.03634
O 21.72800 24.91708 4.38090
H 23.92420 26.23503 5.09430
H 25.76589 27.32422 2.15442
H 29.75286 15.68919 6.43432
H 22.70308 20.81080 1.61006
N 30.44926 15.68140 5.68316
C 23.93009 28.14770 -2.64572
H 29.56447 21.83842 -5.63470
H 27.52489 19.98535 3.44022
C 18.53147 28.35102 -0.50528
C 31.20883 16.86323 3.74046
C 28.99657 26.61418 -4.20154
H 26.51458 26.99094 -7.12536
O 29.98296 21.18385 -3.73742
H 20.42671 26.28902 3.63026
C 24.11876 26.02095 1.32981
H 30.51976 23.59105 -1.87060
H 26.78269 21.77625 1.74313
C 28.34839 27.29857 1.93625
H 23.54984 24.09977 -2.40466
H 27.25092 18.27089 3.08384
H 30.97443 22.36781 1.95507
C 23.70098 21.85243 -0.41155
H 24.52705 31.94086 2.16457
O 28.88871 18.66288 4.24029
H 28.61332 23.28740 -3.56679
H 24.30408 29.35719 1.28569
H 29.58456 21.61179 -0.62487
H 27.44330 21.58567 -2.31015
H 26.09209 28.38822 -2.44287
H 23.47757 23.72978 5.99809
O 25.43869 25.51909 1.17671
H 32.15139 24.11974 -1.42250
H 30.75198 16.06988 3.14598
C 24.60959 25.38243 5.15200
H 24.80989 18.10145 3.04041
H 29.96208 18.86924 1.82897
C 24.39862 20.22913 2.76149
H 24.95190 26.24108 -3.00982
H 23.52721 18.44424 1.84214
N 22.78664 28.66212 -1.90536
C 19.27191 27.06956 -0.85906
H 28.71444 23.54238 0.31858
H 31.90693 22.64703 -2.41310
C 22.94403 30.42937 2.19725
N 30.48011 21.48330 2.10749
*
```

## Properties
- HOMO level (Ha) = -0.3140
- SMILES string = COC[C@H](C)N.COC[C@H](C)N.COC[C@H](C)N.COC[C@H](C)N.COC[C@H](C)N.COC[C@H](C)N.COC[C@H](C)N.COC[C@H](C)N.COC[C@H](C)N.COC[C@H](C)N.COC[C@H](C)N
- HOMO-LUMO gap (eV) = 9.049
- energy relative to the best compared isomer or geometry (same formula, charge and spin) (kJ/mol) = 89.4

# 4
A molecular structure, C11H11BeBrO2, computed with wB97M-V/def2-TZVPD.

```
! RIJCOSX wB97M-V def2-TZVPD def2/J DEFGRID3
* xyz -2 1
O -2.44311 0.55527 1.72943
H -2.88737 -0.75479 -1.65808
H 1.53138 0.27420 -0.45129
C -1.58268 1.31391 1.29505
C -0.99264 -1.84279 -1.01894
Br -0.41892 2.28991 -2.67674
Be -0.97472 0.73803 -1.30323
O -1.14194 1.35239 0.06926
C 1.81178 1.39660 1.45412
C -1.79873 -0.87425 -1.69198
H -1.39234 -2.64418 -0.38506
C 0.34351 -1.72671 -1.49788
H -1.08817 2.11347 1.90363
C 1.42760 0.29753 0.63371
H 1.16783 -2.37855 -1.18801
H 1.29802 -0.37948 -2.97020
H 0.37854 -1.63426 1.19273
H 1.94106 1.60639 3.68698
H 0.92858 -0.94718 3.69129
C 0.95916 -0.75518 1.47615
C 1.16213 -0.34161 2.82250
H 2.01512 2.37478 1.01450
C -0.96635 -0.31045 -2.75717
C 0.39343 -0.73010 -2.47694
C 1.68712 0.99059 2.82183
H -1.35827 0.01647 -3.71563
*
```

## Properties
- HOMO level (Ha) = 0.0146
- HOMO-LUMO gap (eV) = 4.973